Here is C19H22N2O3 in the gas phase from the OMol25 dataset. Energies are from wB97M-V/def2-TZVPD.

Its spin multiplicity is 1. The SMILES is CC(C)CCNC(=O)COC(=O)/C=C/c1ccc2ccccc2n1. Its frontier orbital gap is 8.2702 eV. The net charge is 0. The value obtained for the energy above the lowest of the compared OMol25 structures with the same formula, charge and spin is 21.64 kcal/mol.

Each line ends with the natural charge from an NBO analysis.
Cartesian coordinates (Å):
C -6.08392 2.81492 -0.23358  -0.5992
C -5.61251 1.41114 0.14481  -0.2120
C -5.41972 0.56791 -1.11320  -0.6086
C -4.33005 1.51522 0.97873  -0.3967
C -3.81143 0.18640 1.52911  -0.2278
N -3.06766 -0.55919 0.53940  -0.6230
C -3.28230 -1.85481 0.27789  0.6455
O -4.11315 -2.54640 0.82784  -0.6217
C -2.37957 -2.41097 -0.84160  -0.1666
O -1.00009 -2.43658 -0.49190  -0.4843
C -0.27642 -1.32493 -0.66794  0.7693
O -0.74437 -0.27209 -1.04969  -0.6315
C 1.13356 -1.55901 -0.34255  -0.3087
C 2.03367 -0.57439 -0.45487  -0.0971
C 3.45573 -0.65131 -0.17331  0.1440
C 4.09073 -1.83961 0.26976  -0.2291
C 5.43435 -1.82392 0.51184  -0.1595
C 6.16442 -0.63190 0.31764  -0.0163
C 7.54944 -0.52088 0.54101  -0.2097
C 8.18902 0.66955 0.32960  -0.2015
C 7.47458 1.79602 -0.11260  -0.2054
C 6.12919 1.72365 -0.33879  -0.1747
C 5.43878 0.50922 -0.12990  0.1189
N 4.11880 0.47043 -0.36069  -0.3811
H -6.24487 3.42192 0.65465  0.2047
H -7.01794 2.76728 -0.78818  0.2075
H -5.34087 3.30833 -0.85670  0.2004
H -6.38552 0.94011 0.76196  0.1944
H -5.25317 -0.47550 -0.86253  0.2137
H -6.30827 0.62407 -1.73851  0.2069
H -4.57228 0.93149 -1.69102  0.1991
H -4.52705 2.17475 1.82656  0.2089
H -3.54379 1.97853 0.37706  0.1951
H -3.15606 0.38338 2.38679  0.1926
H -4.63407 -0.45046 1.86220  0.2290
H -2.37372 -0.05526 -0.00149  0.4269
H -2.51856 -1.80661 -1.74590  0.2083
H -2.65751 -3.44941 -1.02746  0.2209
H 1.36895 -2.55973 -0.01668  0.2181
H 1.69637 0.39789 -0.79140  0.2422
H 3.51472 -2.73964 0.41095  0.2172
H 5.95159 -2.71142 0.85038  0.2165
H 8.09419 -1.39045 0.88100  0.2129
H 9.25203 0.75264 0.50153  0.2170
H 8.00338 2.72412 -0.27231  0.2177
H 5.56138 2.57552 -0.67795  0.2270

=====

Here is 12 unconnected molecules or ions with the total composition C36H96O12 in a non-equilibrium geometry from the OMol25 dataset. Energies are from wB97M-V/def2-TZVPD.

Its spin multiplicity is 1. The SMILES is CC(C)O.CC(C)O.CC(C)O.CC(C)O.CC(C)O.CC(C)O.CC(C)O.CC(C)O.CC(C)O.CC(C)O.CC(C)O.CC(C)O. Its frontier orbital gap is 9.5849 eV. The net charge is 0. The value obtained for the energy above the lowest of the compared OMol25 structures with the same formula, charge and spin is 68.74 kcal/mol.

Each line ends with the Mulliken charge.
Cartesian coordinates (Å):
C 0.76261 -5.62810 -1.21114  -1.4719
C -0.59745 -5.02913 -1.15859  1.8547
C -1.59530 -6.04522 -1.76133  -1.6579
O -0.92209 -4.88811 0.24749  -0.3509
H 1.61283 -4.97866 -1.18326  0.2561
H 0.75292 -6.19837 -2.16998  0.4686
H 0.84758 -6.39237 -0.45257  0.2836
H -0.62767 -4.06216 -1.66390  -0.5458
H -1.34315 -7.02284 -1.37159  0.3615
H -1.35721 -6.10059 -2.87411  0.4237
H -2.59731 -5.70735 -1.56310  0.2704
H -0.11088 -4.55772 0.64443  0.0128
C 0.72713 2.20574 2.61647  -0.7719
C 1.75954 2.47441 3.69960  0.6443
C 1.23150 2.89605 4.97377  -1.6006
O 2.44658 1.20101 3.82079  -0.3912
H 0.36617 3.16263 2.19510  0.4219
H -0.09771 1.65686 3.05109  0.0115
H 1.16116 1.75487 1.77975  0.0747
H 2.42511 3.21169 3.26648  0.2029
H 1.87759 3.09960 5.80667  0.4466
H 0.53484 2.12118 5.31760  0.3942
H 0.61909 3.77684 4.83809  0.3695
H 2.74853 1.08438 4.68763  0.2026
C -1.71719 -1.64606 -4.19768  -0.7983
C -1.77802 -0.33287 -5.01218  1.0385
C -1.70254 -0.50073 -6.56046  -1.5898
O -3.09960 0.21148 -4.94716  -0.6786
H -2.39102 -1.52500 -3.33253  0.0118
H -0.68787 -1.90919 -3.99049  0.3081
H -2.21656 -2.54744 -4.68655  0.4067
H -0.98129 0.38599 -4.67235  -0.1914
H -1.78505 0.43481 -7.03710  0.4001
H -2.58866 -1.13151 -6.80587  0.3391
H -0.73038 -0.94667 -6.81388  0.3699
H -3.44077 0.04337 -4.04120  0.3278
C -4.51380 -4.81841 0.14844  -1.2701
C -4.05427 -4.18990 1.49984  0.5093
C -3.46298 -5.21837 2.46847  -1.1280
O -3.08568 -3.16154 1.14587  -0.2002
H -4.50239 -4.09585 -0.71562  0.2151
H -5.46014 -5.24569 0.33180  0.5000
H -3.77220 -5.59086 -0.20048  0.2258
H -4.96053 -3.80653 1.99541  0.5346
H -4.18365 -6.00142 2.76413  0.4449
H -3.10825 -4.65466 3.37777  0.1715
H -2.58447 -5.78686 2.07381  0.0642
H -2.21915 -3.63105 0.84506  -0.1658
C -2.46723 3.93391 -2.53793  -1.1596
C -1.18496 3.96589 -1.63224  2.4098
C -0.71186 5.31799 -1.15873  -1.6171
O -1.48639 3.32320 -0.41123  -0.5241
H -2.60328 2.90398 -2.88835  0.0378
H -2.28347 4.51102 -3.39987  0.5491
H -3.33952 4.33091 -1.89415  0.2100
H -0.35562 3.36718 -2.15353  -1.1491
H -1.56570 5.76930 -0.63338  0.4288
H -0.52179 5.91072 -2.07582  0.3696
H 0.14251 5.33236 -0.51619  0.3263
H -1.41491 2.35855 -0.54161  -0.2434
C 3.09147 4.42779 -2.73574  -1.3252
C 2.05408 3.84233 -3.70294  1.5535
C 2.24349 4.54393 -5.03274  -1.4443
O 2.14320 2.43206 -3.89173  -0.4565
H 3.06019 3.72635 -1.88166  0.3216
H 2.83911 5.40736 -2.31610  0.3934
H 4.11465 4.39227 -3.13258  0.3653
H 1.03856 3.96658 -3.22603  -0.7848
H 3.22229 4.22823 -5.45168  0.3676
H 2.33085 5.63531 -4.96889  0.3509
H 1.52098 4.28045 -5.81079  0.3805
H 3.07444 2.31608 -4.32820  0.3355
C -3.79680 1.02524 2.70630  -1.2411
C -2.98668 -0.18786 3.21536  0.9726
C -3.86772 -1.25894 3.85886  -1.6769
O -2.09015 -0.72959 2.19914  0.0186
H -3.16640 1.62991 2.05369  0.0997
H -4.16498 1.62238 3.54102  0.4839
H -4.67662 0.71561 2.13732  0.2464
H -2.26780 0.24863 3.97551  0.0394
H -4.63269 -1.65202 3.25454  0.3319
H -4.31047 -0.78158 4.73930  0.4914
H -3.33388 -2.16082 4.10813  0.2627
H -2.45545 -1.54032 1.79370  0.0075
C 4.59623 -1.82975 2.92345  -1.5852
C 3.88788 -1.13158 1.77033  0.6998
C 4.16522 -1.70325 0.41109  -1.1292
O 2.41974 -1.20396 1.86758  0.4540
H 5.63973 -1.64771 2.79321  0.5003
H 4.54059 -2.88889 3.00709  0.2490
H 4.12980 -1.30648 3.78707  0.2891
H 4.32519 -0.09606 1.78801  0.3960
H 3.73223 -2.70970 0.36172  0.1731
H 5.30093 -1.76413 0.28231  0.3969
H 3.74856 -1.03157 -0.37472  0.1259
H 2.22647 -0.58818 2.56582  -0.3257
C -0.04016 -1.65350 -0.73946  -0.7356
C 0.00846 -0.12621 -0.54470  1.2214
C 0.62515 0.60535 -1.76539  -1.1756
O -1.35883 0.36635 -0.25889  3.0932
H -0.82913 -1.83857 -1.48281  -0.4093
H -0.46055 -2.13064 0.14867  -0.1881
H 0.89502 -2.10410 -1.12848  0.6252
H 0.62306 0.06898 0.35044  -0.8304
H 0.61104 1.69204 -1.62096  0.0021
H 0.08643 0.37730 -2.68759  -0.1155
H 1.65235 0.15021 -1.91814  0.3807
H -1.61964 0.09204 0.62126  -0.9629
C -4.93630 1.69323 -1.07230  -1.5393
C -4.44425 0.28599 -1.16528  2.1238
C -5.60033 -0.67904 -1.49403  -1.9447
O -3.46428 0.04148 -2.18230  0.0667
H -5.14467 2.04182 -2.06222  0.4372
H -4.22152 2.40888 -0.58318  0.0770
H -5.81962 1.70801 -0.47996  0.5474
H -3.88900 -0.02131 -0.21551  -0.9655
H -5.20130 -1.61897 -1.78745  0.3385
H -6.18474 -0.26991 -2.26149  0.4963
H -6.21716 -0.74571 -0.60006  0.4527
H -2.56785 -0.02468 -1.86699  -0.3577
C 0.58038 -5.68161 3.56018  -1.3932
C 0.80613 -4.19412 3.25741  1.5147
C 1.65646 -3.47200 4.31731  -1.6234
O 1.33681 -4.09115 1.94701  -0.5508
H 0.04758 -5.80683 4.51814  0.3728
H 1.62181 -6.12159 3.52600  0.3584
H 0.03254 -6.07577 2.70896  0.2473
H -0.18525 -3.73376 3.34497  -0.3429
H 1.20600 -3.73761 5.20942  0.5947
H 1.68239 -2.40782 4.20186  0.2325
H 2.68350 -3.73879 4.32202  0.2879
H 1.69728 -3.17465 1.93948  -0.0681
C 6.48013 5.17686 0.06385  -1.1646
C 6.94483 6.27101 1.03586  0.3723
C 7.77308 7.41886 0.36773  -1.1338
O 5.82036 6.84638 1.77130  -0.5434
H 7.35691 4.57282 -0.21918  0.3956
H 6.05568 5.53935 -0.86716  0.3346
H 5.71815 4.53230 0.62023  0.2416
H 7.51717 5.88739 1.87543  0.2560
H 7.16455 8.06175 -0.28768  0.2981
H 8.54474 6.96159 -0.27044  0.3181
H 8.30433 7.99664 1.13036  0.3081
H 5.15039 7.02894 1.10760  0.3195

=====

Here is a molecular structure, C43H36CrNO3 in a non-equilibrium geometry from the OMol25 dataset. Energies are from wB97M-V/def2-TZVPD.

Its spin multiplicity is 4. Its frontier orbital gap (spin up / spin down) is 6.2260 / 6.1221 eV. The net charge is +2. Its expectation value of S² is 3.860.

Each line ends with the Mulliken spin population.
Cartesian coordinates (Å):
C -1.40560 2.66615 3.76904  0.1762
C -0.40429 1.72413 4.00176  -0.0713
C 0.65258 1.55124 3.10905  0.1307
C 0.69320 2.30520 1.89304  0.0185
C 1.57828 2.02287 0.78919  0.2091
C 2.68112 1.13031 0.89129  0.1847
N 3.97203 1.50859 0.59232  0.1222
C 4.29345 2.94185 0.57991  -0.0152
C 5.79884 3.21686 0.63472  0.0130
C 6.52900 2.48030 -0.47950  0.0002
C 6.28487 0.98525 -0.34808  0.0003
C 4.80412 0.59899 -0.21285  0.0128
C 2.39973 -0.25474 1.33782  0.0168
C 1.16069 -0.80407 0.95859  -0.0049
C 0.75647 -2.06560 1.36675  0.0388
C 1.62358 -2.82084 2.17803  0.0169
C 2.86980 -2.29801 2.57094  -0.0026
C 3.27030 -1.02228 2.15190  0.0074
C -0.24224 3.36771 1.77242  0.1583
C -1.29542 3.51467 2.66078  -0.0685
H -2.25192 2.75397 4.44963  0.0050
H -0.44760 1.08841 4.88552  -0.0003
H 1.38597 0.77250 3.27747  0.0144
H 1.52405 2.68558 -0.07038  -0.0251
H 3.85369 3.41056 -0.31655  0.0103
H 3.83744 3.41790 1.46037  -0.0069
H 5.98180 4.29607 0.56837  -0.0010
H 6.19326 2.90298 1.60775  0.0000
H 6.18618 2.84338 -1.45441  0.0000
H 7.59933 2.69251 -0.42303  0.0001
H 6.69908 0.46571 -1.21395  0.0001
H 6.83270 0.60121 0.52419  0.0002
H 4.78282 -0.40058 0.23741  0.0003
H 4.37346 0.50985 -1.23330  0.0052
H 0.51619 -0.20102 0.31941  0.0863
H -0.22483 -2.44306 1.05938  -0.0089
H 1.30586 -3.81137 2.50465  0.0007
H 3.54026 -2.88887 3.21257  0.0004
H 4.23329 -0.59812 2.46347  0.0018
H -0.15364 4.02718 0.90390  0.0018
H -2.04271 4.29442 2.50028  -0.0009
O -7.20204 -4.02228 -1.48221  0.0238
C -6.17636 -3.94954 -0.93201  -0.0791
Cr -4.41081 -3.88044 -0.21345  1.2922
C -3.90179 -3.06370 -1.83239  -0.1037
O -3.58679 -2.61780 -2.86275  0.0299
C -4.14266 -5.50827 -1.14811  -0.0729
O -4.01773 -6.44380 -1.82722  0.0343
C -4.71735 -4.51524 1.81532  -0.0517
C -5.25096 -3.22676 1.65018  0.0672
C -4.46504 -2.20515 1.09049  -0.0899
C -3.08826 -2.38246 0.81861  -0.0071
C -2.28415 -1.31322 0.24993  0.2181
C -1.67446 -0.49344 -0.43984  0.0429
C -1.13187 0.38933 -1.39456  0.2491
C -0.36583 -0.19048 -2.49818  -0.0420
C -0.11086 -1.58977 -2.48822  0.1102
C 0.15547 -2.28215 -3.67316  -0.0789
C 0.37763 -1.59637 -4.86684  0.1341
C 0.35905 -0.19540 -4.85256  -0.0680
C 0.05312 0.50200 -3.67129  0.1359
C -1.76131 1.70738 -1.45767  0.0449
C -2.25415 2.27969 -0.26015  0.0989
C -2.82860 3.55077 -0.22922  -0.0573
C -3.07803 4.23735 -1.42149  0.0953
C -2.71110 3.63824 -2.62766  -0.0452
C -2.04765 2.41271 -2.65142  0.0961
C -2.61690 -3.72118 0.87501  -0.0996
C -3.38087 -4.74801 1.45877  0.0548
H -5.35515 -5.33328 2.17690  -0.0038
H -6.29084 -3.02800 1.91865  0.0023
H -4.90593 -1.23035 0.87379  -0.0086
H -0.22813 -2.15054 -1.56497  0.0293
H 0.19689 -3.36880 -3.64246  -0.0019
H 0.59284 -2.13707 -5.79013  0.0050
H 0.57280 0.36407 -5.77019  -0.0010
H 0.08075 1.59819 -3.66403  0.0073
H -2.17261 1.70489 0.66667  0.0074
H -3.09521 4.01195 0.72184  0.0040
H -3.56514 5.21156 -1.40938  0.0036
H -2.94479 4.12412 -3.57405  0.0000
H -1.80577 1.97384 -3.61657  0.0030
H -1.62152 -3.93956 0.48486  -0.0080
H -2.94310 -5.74074 1.58127  0.0018